Record 1
CN4OS | ωB97M-V/def2-TZVPD

Calculated values
**Spin multiplicity**: 1
**Net charge**: -2
**HOMO level (spin up / spin down)**: 0.040 / 0.041 Ha
**E_tot**: -730.3998 hartree
**LUMO energy (spin up / spin down)**: 6.42 / 6.40 eV
**Energy above the lowest of the compared OMol25 structures with the same formula, charge and spin**: 45.3 kcal/mol

Structure (XYZ):
```
7
Properties=species:S:1:pos:R:3:forces:R:3
C 0.08644 0.06681 -0.16495 -3.3 0.2 -0.3
N 0.80166 -1.04505 -0.30213 -0.3 0.1 0.0
N 0.81551 1.13970 0.11997 -0.1 -0.1 0.0
N 2.05345 -0.63285 -0.08378 0.7 0.2 0.1
N 2.06247 0.66005 0.16386 0.7 -0.2 0.0
O -3.29652 -0.47042 0.69903 0.4 0.4 -0.6
S -2.52301 0.28176 -0.43199 1.9 -0.6 0.8
```
Positions in Å, forces in eV/Å.

***

Record 2
CN6O2 | ωB97M-V/def2-TZVPD

Calculated values
**Spin multiplicity**: 1
**Net charge**: -2
**HOMO level**: 0.012 Ha
**E_tot**: -516.9591 hartree
**LUMO energy**: 6.57 eV
**Energy above the lowest of the compared OMol25 structures with the same formula, charge and spin**: 11.4 kcal/mol

Structure (XYZ):
```
9
Properties=species:S:1:pos:R:3:forces:R:3
C 0.66899 0.76781 -0.31266 -0.9 2.6 1.3
N -4.76851 0.06914 -0.10875 -1.0 0.7 -0.2
N -0.12392 1.60370 -0.15185 0.3 0.1 -0.4
N -2.64661 -0.68488 0.39355 2.8 -1.0 0.8
N -3.67835 -0.27543 0.14773 -2.2 0.2 -0.5
N 1.43647 -0.23289 -0.45776 1.4 -3.9 -1.0
N 2.64057 -0.37800 0.03134 1.0 1.5 0.2
O 3.21184 -1.49419 -0.05916 -0.8 0.9 0.0
O 3.25952 0.62474 0.51757 -0.6 -1.0 -0.2
```
Positions in Å, forces in eV/Å.

***

Record 3
CNO4 | ωB97M-V/def2-TZVPD

Calculated values
**Spin multiplicity**: 1
**Net charge**: -1
**HOMO level**: -0.142 Ha
**E_tot**: -393.6647 hartree
**LUMO energy**: 4.41 eV
**Energy above the lowest of the compared OMol25 structures with the same formula, charge and spin**: 103.3 kcal/mol

Structure (XYZ):
```
6
Properties=species:S:1:pos:R:3:forces:R:3
C -0.32782 0.92596 0.87502 -1.4 1.5 5.6
N 0.20312 -0.30115 -0.58503 -0.1 -2.3 -11.4
O 1.37301 0.01106 -0.22709 -1.9 -1.1 1.3
O -0.33809 0.50269 1.96170 0.2 1.4 -2.4
O -0.76781 -0.94201 -0.19041 0.6 -1.2 4.9
O -0.08586 -0.15024 -1.90833 2.6 1.7 1.9
```
Positions in Å, forces in eV/Å.

***

Record 4
CNO4S | ωB97M-V/def2-TZVPD

Calculated values
**Spin multiplicity**: 1
**Net charge**: -1
**HOMO level**: -0.199 Ha
**E_tot**: -792.0310 hartree
**LUMO energy**: 3.97 eV
**Energy above the lowest of the compared OMol25 structures with the same formula, charge and spin**: 28.3 kcal/mol

Structure (XYZ):
```
7
Properties=species:S:1:pos:R:3:forces:R:3
C -1.20390 -0.07805 -0.02959 -1.1 1.1 -0.4
N 1.96659 1.22488 0.25167 -1.7 -0.4 0.2
O -0.50468 -0.19437 1.06412 1.2 -0.1 0.5
O -2.39264 -0.15289 -0.17821 -0.4 -0.5 0.1
O 1.45138 -1.24012 -0.17373 -0.5 -0.4 0.0
O -0.35429 0.31475 -0.99762 1.2 -0.2 0.1
S 1.03754 0.12580 0.06337 1.3 0.3 -0.4
```
Positions in Å, forces in eV/Å.

***

Record 5
CNa11O3 | ωB97M-V/def2-TZVPD

Calculated values
**Spin multiplicity**: 1
**Net charge**: +9
**HOMO level**: -1.181 Ha
**E_tot**: -2044.2367 hartree
**LUMO energy**: -25.56 eV
**Energy above the lowest of the compared OMol25 structures with the same formula, charge and spin**: 0.0 kcal/mol

Structure (XYZ):
```
15
Properties=species:S:1:pos:R:3:forces:R:3
Na -0.84744 16.86771 14.56051 -0.1 -0.1 1.0
Na 3.56623 16.42397 13.19017 0.8 -0.8 0.3
Na -0.59778 21.77544 11.69311 -0.4 1.0 0.3
Na 0.61674 14.62931 8.94876 0.2 -0.7 -0.4
Na -3.97335 18.05612 11.54231 -1.5 0.3 0.2
Na 4.09855 20.26381 10.74934 0.8 0.5 0.1
Na 2.61914 20.10052 14.83935 0.4 0.8 1.3
Na 3.64995 17.80928 7.21144 0.9 -0.5 -1.1
Na -2.45256 13.94994 11.94605 -0.8 -1.6 0.2
Na -1.83698 18.19000 7.71842 -0.4 0.0 -0.8
Na 1.35473 21.47382 7.34112 0.0 1.1 -1.1
C 0.68684 18.08482 10.83698 -0.2 -0.2 -0.4
O 1.18625 18.55085 11.83490 3.5 3.0 6.7
O 0.98575 18.54047 9.75126 1.6 2.6 -6.6
O -0.11070 17.17210 10.93369 -4.8 -5.3 0.3
```
Positions in Å, forces in eV/Å.

***

Record 6
CO2PS | ωB97M-V/def2-TZVPD

Calculated values
**Spin multiplicity**: 1
**Net charge**: -1
**HOMO level (spin up / spin down)**: -0.060 / -0.060 Ha
**E_tot**: -928.1765 hartree
**LUMO energy (spin up / spin down)**: 3.76 / 3.72 eV
**Energy above the lowest of the compared OMol25 structures with the same formula, charge and spin**: 5.7 kcal/mol

Structure (XYZ):
```
5
Properties=species:S:1:pos:R:3:forces:R:3
C 0.27645 -0.33908 1.10818 0.1 0.9 -0.3
O -0.66807 -0.99287 1.25243 -0.6 -1.1 0.4
O 1.27290 0.25694 1.18806 0.7 -0.2 0.3
P -0.75078 1.01725 -0.97738 -0.4 0.6 -0.1
S -0.13050 0.05776 -2.57129 0.2 -0.3 -0.4
```
Positions in Å, forces in eV/Å.